# C7H15N

The molecule C7H15N at a distorted geometry (ωB97M-V/def2-TZVPD, the OMol25 dataset).

XYZ file:
```
23
Properties=species:S:1:pos:R:3
N -1.21 -1.03 1.53
C -0.51 0.38 -1.87
C 1.73 1.06 0.25
C 0.61 0.07 0.35
C -0.89 -0.28 -3.21
C 0.18 0.62 2.71
C 0.29 -0.57 -0.99
C -0.12 -0.14 1.44
H -1.11 -1.79 2.18
H -1.46 0.70 -1.44
H 0.09 1.23 -2.07
H -0.01 -0.40 -3.84
H 1.13 0.32 3.15
H -0.58 0.41 3.46
H 1.61 1.88 -0.46
H -1.21 -1.30 -2.98
H 1.15 -0.90 -1.57
H -1.67 0.29 -3.71
H 1.96 1.56 1.19
H 2.65 0.54 -0.01
H -0.28 -1.48 -0.85
H -1.45 -1.41 0.63
H 0.15 1.70 2.57
```

Results
- orbital gap (eV) = 8.97
- M (g/mol) = 113.20
- net charge = 0
- SMILES = CCC/C(C)=C(/C)N

Results of the Mulliken charge analysis, in e, for atoms 1 through 8: N -0.6108; C -0.0398; C -1.5872; C 0.2345; C -1.2402; C -1.3970; C -1.1441; C 0.9472

# C7H15N

A structure of composition C7H15N at a distorted geometry (ωB97M-V/def2-TZVPD, the OMol25 dataset).

XYZ file:
```
23
Properties=species:S:1:pos:R:3
N -0.22 -2.33 -2.15
C -0.93 -1.45 -1.23
C 1.93 3.14 1.27
C 0.01 -0.85 -0.21
C 0.78 2.20 0.82
C 0.37 0.92 1.42
C -2.03 -2.21 -0.53
C -0.72 0.07 0.80
H 1.83 3.60 2.32
H -1.93 -1.48 0.23
H -3.02 -2.16 -1.11
H -1.40 -0.32 1.45
H -0.74 -2.88 -2.87
H 0.90 0.55 2.46
H 0.69 -1.84 -2.44
H 2.86 2.58 1.21
H 0.76 -1.52 0.13
H 1.94 3.93 0.49
H 0.17 2.79 0.26
H 0.41 0.04 -0.88
H 1.28 0.94 0.58
H -1.40 -0.54 -1.76
H -1.54 -3.17 -0.26
```

Results
- orbital gap (eV) = 6.20
- M (g/mol) = 113.20
- net charge = 0

Results of the Mulliken charge analysis, in e, for atoms 1 through 8: N -0.5903; C 0.4470; C -1.1068; C -0.7126; C -0.1494; C 0.1677; C -0.9054; C -0.8858

# C7H15N

The molecule C7H15N at a distorted geometry (ωB97M-V/def2-TZVPD, the OMol25 dataset).

XYZ file:
```
23
Properties=species:S:1:pos:R:3
N 0.17 2.70 -1.39
C -1.68 1.77 -0.19
C 0.61 0.86 0.39
C 0.47 -0.63 0.55
C -0.18 -1.21 1.80
C 0.81 -2.93 -0.52
C 0.87 -1.43 -0.42
C -0.29 1.48 -0.73
H 0.33 -2.13 2.10
H 1.02 2.72 -1.92
H -0.05 -0.50 2.64
H 0.02 3.50 -0.79
H -1.24 -1.50 1.71
H -1.90 2.05 0.87
H -0.06 -3.55 -0.45
H -0.54 0.75 -1.53
H -2.30 0.87 -0.15
H 1.55 -3.40 0.13
H 1.67 1.05 0.17
H -2.19 2.56 -0.75
H 1.11 -3.19 -1.55
H 0.38 1.34 1.39
H 1.42 -1.19 -1.34
```

Results
- orbital gap (eV) = 9.78
- M (g/mol) = 113.20
- net charge = 0
- SMILES = C/C=C(\C)C[C@@H](C)N

Results of the Mulliken charge analysis, in e, for atoms 1 through 8: N -0.6776; C -1.6220; C -1.1630; C 0.7266; C -1.3322; C -1.4769; C -0.0266; C 0.7961

# C7H15N

The molecule C7H15N (ωB97M-V/def2-TZVPD, the OMol25 dataset).

XYZ file:
```
23
Properties=species:S:1:pos:R:3
N 1.44 -1.50 0.45
C -2.42 0.44 0.81
C -1.27 -0.10 -0.02
C 2.54 0.42 -0.50
C -1.67 -1.28 -0.86
C 0.26 1.76 0.68
C -0.01 0.40 0.05
C 1.22 -0.36 -0.45
H 2.47 1.25 -1.21
H 0.85 1.65 1.60
H -2.57 -1.03 -1.44
H 0.81 2.39 -0.02
H -0.92 -1.57 -1.60
H 0.59 -2.06 0.48
H 3.36 -0.23 -0.84
H 2.17 -2.10 0.07
H -3.05 -0.39 1.15
H -3.03 1.13 0.23
H -1.90 -2.15 -0.24
H -0.65 2.31 0.92
H 1.03 -0.73 -1.46
H -2.07 0.93 1.72
H 2.82 0.81 0.48
```

Results
- orbital gap (eV) = 9.50
- M (g/mol) = 113.20
- net charge = 0
- SMILES = CC(C)=C(C)[C@@H](C)N

Results of the Mulliken charge analysis, in e, for atoms 1 through 8: N -0.7042; C -1.5779; C 0.9068; C -1.6524; C -1.6545; C -1.7951; C 0.6119; C 0.7393

# C7H15N

The molecule C7H15N at a distorted geometry (ωB97M-V/def2-TZVPD, the OMol25 dataset).

XYZ file:
```
23
Properties=species:S:1:pos:R:3
N -1.12 0.16 1.62
C -0.29 1.06 0.85
C -0.47 -1.64 -0.90
C -0.68 2.49 1.09
C 1.44 1.51 -0.90
C 0.71 -0.92 -0.31
C -0.09 -3.07 -1.25
C 0.57 0.62 -0.06
H 1.09 1.63 -1.91
H 1.08 -1.53 0.61
H -0.65 3.10 0.15
H -1.36 -1.48 -0.32
H -1.75 2.64 1.22
H -0.61 -0.50 2.14
H 2.49 1.07 -1.05
H -1.70 0.68 2.27
H -0.12 3.03 1.91
H 0.91 -3.26 -1.70
H -0.83 -3.42 -2.08
H -0.68 -1.01 -1.90
H 1.69 2.47 -0.31
H 1.47 -1.00 -1.10
H -0.30 -3.73 -0.37
```

Results
- orbital gap (eV) = 9.00
- M (g/mol) = 113.20
- net charge = 0
- SMILES = CCC/C(C)=C(/C)N

Results of the Mulliken charge analysis, in e, for atoms 1 through 8: N -0.5403; C 0.8210; C -0.2592; C -1.5302; C -1.5361; C -0.9734; C -1.0992; C 0.3008

no.,LUMO energy (eV)
1,1.083
2,-0.221
3,1.061
4,1.003
5,1.032